The following is a DFT calculation (ωB97M-V/def2-TZVPD) of an isolated molecule of C4H8O2.

The value obtained for the total energy is -8371.11594 eV. For the molecular weight, the calculation gives 88.1 g mol⁻¹. For the energy above the lowest of the compared OMol25 structures with the same formula, charge and spin, the calculation gives 2.166 eV. Its highest occupied orbital energy is -8.95 eV. The HOMO-LUMO gap is 9.65 eV. Its structure (SMILES) is C[C@H]1[C@@H](O)[C@H]1O.

```
! wB97M-V def2-TZVPD RIJCOSX def2/J DEFGRID3
* xyz 0 1
C -1.071 -0.811 0.822
C 0.023 0.218 0.819
C 1.150 0.102 -0.145
O 1.070 -0.750 -1.229
C 0.108 1.225 -0.293
O -0.717 1.116 -1.403
H -1.892 -0.463 1.451
H -1.476 -0.980 -0.180
H -0.721 -1.766 1.224
H 0.319 0.591 1.795
H 2.088 0.617 0.029
H 1.171 -1.668 -0.968
H 0.318 2.272 -0.046
H -0.378 0.350 -1.899
*
```